# 1
This record from the Open Molecules 2025 dataset describes a 3-piece molecular cluster, C14H37N3O8P3 overall. The level of theory is ωB97M-V with the def2-TZVPD basis set.

Structure (XYZ):
```
65
Properties=species:S:1:pos:R:3:mulliken_charge:R:1
N 4.38 1.16 1.18 -0.604
C 5.29 0.53 1.88 -0.081
C 6.71 0.16 1.29 -0.401
N 7.13 -1.23 1.53 -0.705
P 5.94 -2.36 1.04 0.410
N 5.68 -2.46 -0.55 -0.824
H 3.54 1.28 1.77 0.206
H 5.02 0.27 2.94 0.363
H 7.46 0.82 1.84 0.267
H 6.74 0.49 0.21 0.190
H 6.39 -3.65 1.49 -0.002
H 4.69 -2.08 1.72 0.015
H 6.29 -1.76 -0.99 0.220
O 2.24 -1.91 -4.50 -0.749
P 1.08 -2.47 -3.67 1.118
O 0.04 -1.18 -3.86 -0.231
C -0.65 -1.08 -5.10 -0.386
C -1.67 -2.18 -5.28 -0.985
O 1.75 -2.13 -2.20 -0.484
C 3.15 -1.84 -2.03 -0.230
C 3.39 -0.34 -2.13 -0.917
O -0.16 -3.33 -2.87 -0.375
C -0.41 -3.25 -1.47 -0.333
C -0.88 -1.89 -0.98 -0.732
H 0.07 -1.08 -5.92 0.300
H -1.15 -0.11 -5.10 0.294
H -1.19 -3.16 -5.36 0.293
H -2.26 -2.02 -6.19 0.400
H -2.35 -2.23 -4.43 0.204
H 3.76 -2.39 -2.74 0.312
H 3.43 -2.18 -1.04 0.226
H 2.95 0.10 -3.03 0.330
H 4.46 -0.13 -2.13 0.275
H 2.94 0.17 -1.28 0.204
H 0.46 -3.60 -0.91 0.315
H -1.21 -3.98 -1.26 0.350
H -0.15 -1.10 -1.16 0.187
H -1.08 -1.92 0.09 0.333
H -1.80 -1.60 -1.50 0.218
O -2.49 0.51 1.04 -0.665
P -2.50 1.60 2.12 1.196
O -3.90 1.14 2.88 -0.307
C -3.83 0.02 3.76 -0.339
C -3.01 0.32 5.01 -0.998
O -3.07 2.79 1.12 -0.447
C -3.04 2.67 -0.30 -0.300
C -4.33 2.07 -0.82 -1.116
O -2.24 2.77 3.33 -0.433
C -2.77 4.10 3.29 -0.198
C -4.29 4.17 3.38 -0.960
H -3.41 -0.84 3.23 0.267
H -4.85 -0.24 4.05 0.309
H -1.96 0.49 4.75 0.299
H -3.06 -0.52 5.71 0.400
H -3.38 1.22 5.50 0.213
H -2.17 2.12 -0.63 0.319
H -2.94 3.68 -0.70 0.319
H -4.59 1.14 -0.31 0.281
H -4.26 1.86 -1.89 0.374
H -5.17 2.75 -0.65 0.323
H -2.40 4.63 2.42 0.261
H -2.35 4.61 4.16 0.360
H -4.79 3.67 2.56 0.210
H -4.61 5.22 3.38 0.383
H -4.64 3.70 4.30 0.257
```

Calculated values
* LUMO: 0.10 eV
* net charge: -1
* HOMO-LUMO gap: 3.504 eV

# 2
This record from the Open Molecules 2025 dataset describes C14H38BF3N2O6V as an isolated structure. The level of theory is ωB97M-V with the def2-TZVPD basis set.

Structure (XYZ):
```
65
Properties=species:S:1:pos:R:3:mulliken_spin:R:1
V -0.56 0.54 0.63 2.844
C -0.11 -2.20 -1.27 0.002
O -0.44 -1.06 -2.14 -0.005
O 0.09 -1.56 0.03 0.001
C -0.98 -3.58 -1.37 -0.002
F -2.24 -3.38 -1.13 0.000
F -0.89 -4.14 -2.55 0.000
F -0.68 -4.51 -0.48 0.000
C -0.12 -1.15 -3.55 0.000
C -0.34 0.14 -4.23 0.000
H -1.42 0.28 -4.16 -0.001
H -0.08 1.09 -3.77 0.001
H -0.05 0.15 -5.28 0.000
H -0.83 -1.90 -3.90 0.000
H 0.88 -1.50 -3.79 0.000
H 0.85 -2.53 -1.68 0.002
B -1.14 2.44 1.98 0.029
H -0.77 2.70 2.96 -0.001
H -1.82 3.22 1.67 0.002
H -0.26 2.41 1.35 -0.013
H -1.62 1.48 1.96 -0.005
C 2.02 3.06 -2.08 0.001
C 1.90 1.61 -1.53 0.006
O 0.84 1.63 -0.60 -0.004
O 1.95 3.98 -0.92 0.000
H 1.20 3.27 -2.76 0.000
H 2.97 3.16 -2.60 0.000
H 2.74 1.35 -0.89 -0.001
H 1.76 0.95 -2.38 -0.001
H 1.12 2.34 -0.02 0.015
H 1.06 4.24 -0.67 0.000
C 2.74 1.12 3.63 0.000
C 2.40 0.34 2.24 0.016
C 3.30 -0.76 1.80 0.001
O 3.24 -1.74 2.85 0.000
C 4.04 -2.94 2.69 0.000
N 1.00 0.11 2.27 0.015
H 2.53 0.60 4.56 0.000
H 2.31 2.12 3.59 0.000
H 3.80 1.28 3.78 0.000
H 2.61 1.18 1.57 0.000
H 4.34 -0.45 1.70 0.000
H 2.93 -1.12 0.85 0.001
H 5.08 -2.86 3.02 0.000
H 3.96 -3.39 1.71 0.000
H 3.57 -3.68 3.34 0.000
H 1.00 -0.90 2.21 0.005
H 0.72 0.03 3.23 0.011
C -4.15 0.71 -1.78 0.001
C -3.24 0.72 -0.56 -0.012
C -3.30 -0.66 0.07 0.049
O -2.53 -0.55 1.30 0.015
C -2.86 -1.58 2.27 0.010
N -1.93 1.11 -1.05 -0.001
H -3.86 0.14 -2.66 0.000
H -4.35 1.74 -2.08 0.000
H -5.15 0.33 -1.57 0.000
H -3.51 1.47 0.19 -0.002
H -2.89 -1.44 -0.57 -0.010
H -4.38 -0.77 0.16 0.002
H -3.89 -1.94 2.22 0.000
H -2.73 -1.05 3.21 0.004
H -2.13 -2.38 2.31 -0.001
H -1.71 0.65 -1.92 0.014
H -2.01 2.05 -1.41 0.012
```

Calculated values
* LUMO (alpha / beta): 0.43 / 0.42 eV
* energy above the lowest of the compared OMol25 structures with the same formula, charge and spin: 58.6 kcal per mole
* 2S+1: 4
* HOMO-LUMO gap (alpha / beta): 7.081 / 9.032 eV

# 3
This record from the Open Molecules 2025 dataset describes C14H38FN3O4Pd as an isolated structure. The level of theory is ωB97M-V with the def2-TZVPD basis set.

Structure (XYZ):
```
61
Properties=species:S:1:pos:R:3:mulliken_spin:R:1
Pd 0.40 -0.16 -0.28 1.441
F 0.58 -0.92 1.71 0.085
C 0.76 0.05 -4.53 -0.003
C -0.28 0.51 -3.49 0.001
O 0.23 0.77 -2.24 0.120
H 0.30 -0.55 -5.33 0.000
H 1.54 -0.54 -4.05 0.002
H 1.27 0.92 -4.95 0.001
H -1.13 -0.20 -3.47 0.003
H -0.69 1.46 -3.89 0.005
C -2.56 1.28 1.96 0.008
C -2.54 0.08 1.04 -0.011
C -3.94 -0.32 0.66 0.005
O -3.89 -1.57 0.01 -0.001
C -5.17 -2.01 -0.40 0.000
N -1.76 0.44 -0.18 0.113
H -3.14 1.06 2.86 0.000
H -3.00 2.15 1.46 -0.001
H -1.55 1.52 2.28 -0.004
H -1.99 -0.74 1.49 -0.003
H -4.39 0.46 0.02 0.003
H -4.55 -0.42 1.58 0.001
H -5.86 -2.11 0.44 0.000
H -5.05 -2.96 -0.92 0.000
H -5.61 -1.30 -1.12 0.000
H -2.03 1.35 -0.54 -0.003
H -2.06 -0.21 -0.91 -0.008
C 3.65 -2.77 -1.78 0.006
C 2.34 -2.00 -1.61 -0.015
C 1.30 -2.96 -1.11 -0.001
O 0.02 -2.35 -0.96 0.051
C -0.81 -3.14 -0.11 0.005
N 2.50 -0.93 -0.60 0.093
H 4.42 -2.11 -2.18 0.000
H 3.58 -3.64 -2.44 0.000
H 4.00 -3.15 -0.81 0.001
H 2.05 -1.56 -2.55 0.004
H 1.64 -3.30 -0.12 -0.001
H 1.21 -3.83 -1.76 0.000
H -1.02 -4.11 -0.59 0.001
H -1.75 -2.61 0.03 -0.005
H -0.34 -3.28 0.87 0.001
H 3.34 -0.38 -0.81 0.000
H 2.86 -1.40 0.24 -0.004
C 3.23 2.96 1.29 0.008
C 2.18 1.86 1.49 -0.009
C 1.44 2.06 2.77 -0.009
O 0.83 3.35 2.75 0.000
C 0.07 3.59 3.88 0.000
N 1.27 1.85 0.31 0.135
H 3.86 3.03 2.19 0.000
H 2.81 3.96 1.16 0.000
H 3.93 2.76 0.48 -0.001
H 2.74 0.92 1.54 -0.002
H 2.16 2.05 3.61 0.000
H 0.71 1.25 2.91 0.002
H -0.33 4.60 3.84 0.000
H 0.67 3.51 4.81 0.000
H -0.77 2.90 4.03 0.000
H 0.57 2.57 0.50 -0.006
H 1.76 2.22 -0.50 -0.007
```

Calculated values
* LUMO (alpha / beta): 0.72 / 0.70 eV
* energy above the lowest of the compared OMol25 structures with the same formula, charge and spin: 0.0 kcal per mole
* 2S+1: 3
* HOMO-LUMO gap (alpha / beta): 7.455 / 7.766 eV

# 4
This record from the Open Molecules 2025 dataset describes C14H38FeN2O11P as an isolated structure. The level of theory is ωB97M-V with the def2-TZVPD basis set.

Structure (XYZ):
```
67
Properties=species:S:1:pos:R:3:mulliken_spin:R:1
Fe -0.91 0.47 0.12 3.629
P -1.86 -0.14 2.10 -0.028
O -2.49 -0.71 3.41 0.006
O -2.59 0.90 1.18 0.087
O -1.56 -1.15 1.00 0.102
O -0.40 0.41 2.02 0.062
C -1.75 2.22 -3.10 -0.002
C -2.60 1.31 -2.14 -0.005
C -4.00 0.97 -2.71 0.006
O -3.82 0.52 -4.07 -0.001
C -4.96 -0.08 -4.59 0.001
N -1.77 0.16 -1.80 0.061
H -0.98 2.79 -2.57 0.001
H -2.37 2.98 -3.57 0.000
H -1.24 1.71 -3.91 -0.001
H -2.75 1.84 -1.20 0.003
H -4.55 1.91 -2.61 0.001
H -4.41 0.20 -2.05 0.000
H -5.40 -0.84 -3.95 0.000
H -4.72 -0.55 -5.55 0.000
H -5.78 0.59 -4.86 0.000
H -1.27 -0.07 -2.64 0.002
H -2.48 -0.56 -1.70 -0.001
C 0.58 -3.21 2.83 0.001
C -0.49 -3.82 1.95 0.000
O -0.28 -3.28 0.64 0.000
O 0.56 -3.49 4.21 0.000
H 0.38 -2.14 2.74 0.002
H 1.53 -3.57 2.44 0.000
H -1.46 -3.48 2.31 0.001
H -0.39 -4.90 2.06 0.000
H -0.76 -2.46 0.71 0.004
H -0.33 -3.29 4.52 0.000
C 2.21 1.36 3.80 0.000
C 2.44 -0.11 3.44 0.001
O 2.01 -0.36 2.08 0.001
O 0.84 1.49 4.02 0.000
H 2.49 1.99 2.96 0.000
H 2.82 1.49 4.69 0.000
H 2.01 -0.83 4.14 -0.001
H 3.49 -0.41 3.43 0.000
H 1.07 -0.14 2.08 -0.003
H 0.34 1.04 3.33 0.004
C -0.93 3.53 0.57 0.012
O -0.40 2.48 -0.21 0.031
C 1.08 2.43 -0.13 0.013
C 1.59 1.24 -0.98 -0.004
N 1.01 -0.01 -0.53 0.017
C 1.42 -1.11 -1.45 0.006
C 2.85 -1.62 -1.13 0.005
O 3.87 -0.67 -1.46 0.000
C 5.20 -1.23 -1.14 0.000
H -0.86 4.50 0.08 0.001
H -0.55 3.61 1.59 -0.001
H -2.00 3.35 0.73 0.000
H 1.36 2.40 0.92 -0.005
H 1.52 3.33 -0.54 -0.001
H 2.67 1.21 -0.83 -0.004
H 1.38 1.42 -2.04 0.001
H 1.57 -0.28 0.26 -0.005
H 1.42 -0.79 -2.49 0.002
H 0.79 -2.00 -1.43 -0.004
H 2.98 -2.49 -1.76 0.000
H 2.83 -1.93 -0.08 0.000
H 5.33 -2.24 -1.53 0.000
H 5.48 -1.31 -0.08 0.000
H 6.01 -0.60 -1.50 0.000
```

Calculated values
* LUMO (alpha / beta): 2.44 / 2.43 eV
* energy above the lowest of the compared OMol25 structures with the same formula, charge and spin: 60.6 kcal per mole
* net charge: -1
* 2S+1: 5
* HOMO-LUMO gap (alpha / beta): 6.367 / 6.347 eV

# 5
This record from the Open Molecules 2025 dataset describes C14H39AlBN2O7 as an isolated structure. The level of theory is ωB97M-V with the def2-TZVPD basis set.

Structure (XYZ):
```
64
Properties=species:S:1:pos:R:3:mulliken_charge:R:1
C -5.88 -0.14 2.05 -0.788
O -5.24 -0.56 0.88 -0.201
C -4.86 0.54 0.01 -0.678
Al -3.25 -0.02 -1.12 -0.100
B -3.55 -2.18 -1.42 0.440
O -2.99 -3.16 -0.57 -0.586
O -4.29 -2.76 -2.45 -0.617
H -6.71 0.55 1.82 0.316
H -6.30 -1.02 2.55 0.215
H -5.19 0.36 2.74 0.280
H -5.73 0.79 -0.61 0.256
H -4.66 1.43 0.63 0.375
H -3.21 0.80 -2.52 -0.286
H -1.90 0.17 -0.20 -0.088
H -3.39 -3.05 0.30 0.275
H -4.86 -2.07 -2.81 0.253
C -0.01 -3.75 0.25 -0.596
O 0.93 -3.87 1.31 -0.406
C 2.14 -3.17 1.12 -0.750
C 2.24 -1.99 2.08 -0.481
N 1.25 -0.99 1.74 0.377
C 1.12 0.11 2.68 -0.756
C 0.64 -0.22 4.09 -0.626
O -0.71 -0.64 4.17 -0.412
C -0.94 -2.01 3.91 -0.469
H -0.83 -4.43 0.46 0.195
H -0.43 -2.74 0.16 0.248
H 0.44 -4.02 -0.71 0.398
H 2.21 -2.81 0.09 0.331
H 2.97 -3.86 1.30 0.398
H 3.24 -1.55 2.00 0.338
H 2.13 -2.39 3.10 0.273
H 0.35 -1.43 1.61 -0.210
H 0.42 0.83 2.25 0.244
H 2.09 0.61 2.76 0.489
H 0.69 0.70 4.68 0.380
H 1.29 -0.95 4.58 0.371
H -0.10 -2.63 4.23 0.286
H -1.13 -2.21 2.85 0.111
H -1.83 -2.30 4.47 0.281
C 3.79 4.82 -2.48 -0.707
O 4.08 3.51 -2.90 -0.353
C 4.40 2.60 -1.85 -0.796
C 3.32 1.57 -1.65 -0.181
N 2.11 2.17 -1.10 -0.247
C 0.97 1.26 -1.01 0.221
C 0.39 0.69 -2.30 -0.546
O -0.24 1.65 -3.13 -0.329
C 0.61 2.32 -4.03 -0.616
H 3.69 5.44 -3.37 0.241
H 2.87 4.88 -1.90 0.290
H 4.61 5.23 -1.86 0.342
H 4.58 3.15 -0.92 0.415
H 5.33 2.10 -2.13 0.391
H 3.69 0.82 -0.94 0.293
H 3.15 1.06 -2.61 0.211
H 1.86 2.96 -1.67 0.128
H 0.16 1.78 -0.50 0.361
H 1.23 0.40 -0.38 -0.359
H -0.38 -0.02 -1.97 0.113
H 1.13 0.13 -2.90 0.291
H 1.43 1.67 -4.37 0.298
H 1.06 3.23 -3.60 0.180
H 0.01 2.61 -4.89 0.275
```

Calculated values
* LUMO: 2.67 eV
* energy above the lowest of the compared OMol25 structures with the same formula, charge and spin: 0.0 kcal per mole
* net charge: -1
* HOMO-LUMO gap: 6.806 eV

# 6
This record from the Open Molecules 2025 dataset describes C14H39CrN3O5 as an isolated structure. The level of theory is ωB97M-V with the def2-TZVPD basis set.

Structure (XYZ):
```
62
Properties=species:S:1:pos:R:3:mulliken_spin:R:1
Cr 16.70 -3.10 -0.57 4.013
C 16.30 -0.20 0.49 0.026
C 17.22 1.04 0.44 0.004
O 16.92 1.68 1.64 0.001
O 16.63 -0.95 -0.48 -0.055
H 15.32 0.09 0.40 0.000
H 16.40 -0.65 1.47 -0.003
H 17.06 1.82 -0.35 0.000
H 18.22 0.66 0.46 0.000
H 17.39 2.52 1.66 0.000
H 16.53 -0.41 -1.34 0.018
C 14.23 -5.15 2.08 0.008
C 15.42 -4.70 1.26 0.012
C 15.84 -5.71 0.11 0.002
O 16.70 -5.01 -0.80 -0.010
C 17.69 -5.88 -1.36 0.024
N 15.09 -3.44 0.66 0.006
H 14.47 -5.92 2.79 0.001
H 13.46 -5.67 1.55 0.000
H 13.72 -4.37 2.63 0.000
H 16.22 -4.52 2.07 -0.004
H 14.89 -5.87 -0.38 -0.006
H 16.24 -6.69 0.44 0.003
H 18.48 -6.12 -0.66 0.002
H 18.25 -5.49 -2.22 -0.004
H 17.25 -6.87 -1.75 0.002
H 15.06 -2.77 1.48 0.010
H 14.10 -3.57 0.43 0.013
C 20.28 -2.63 1.72 0.001
C 19.28 -2.29 0.60 0.017
C 19.64 -2.97 -0.71 -0.010
O 18.52 -2.65 -1.46 -0.041
C 18.90 -1.94 -2.66 0.025
N 18.11 -3.06 0.98 -0.045
H 21.06 -1.91 1.46 0.000
H 20.72 -3.60 1.59 0.000
H 19.94 -2.51 2.76 -0.001
H 19.08 -1.19 0.50 -0.005
H 19.72 -4.03 -0.58 -0.007
H 20.56 -2.57 -1.13 0.004
H 19.41 -1.01 -2.51 0.003
H 18.09 -1.59 -3.24 -0.007
H 19.51 -2.56 -3.24 0.003
H 17.93 -2.80 1.93 0.015
H 18.31 -4.08 1.17 0.008
C 14.61 -5.35 -3.51 0.000
C 15.11 -4.12 -4.28 0.000
C 16.22 -3.31 -3.55 -0.003
O 15.78 -2.91 -2.27 -0.032
C 14.75 -1.98 -2.41 0.005
N 15.82 -4.63 -5.45 0.000
H 14.24 -5.13 -2.53 0.000
H 15.44 -6.06 -3.25 0.000
H 13.87 -6.00 -3.92 0.000
H 14.36 -3.40 -4.58 0.000
H 16.41 -2.50 -4.14 0.004
H 17.02 -4.00 -3.40 0.001
H 14.43 -1.53 -1.42 -0.002
H 13.87 -2.40 -2.79 0.005
H 15.00 -1.18 -3.11 0.000
H 16.73 -4.93 -5.27 0.000
H 15.94 -3.85 -6.12 0.000
```

Calculated values
* LUMO (alpha / beta): -5.07 / -5.09 eV
* net charge: +2
* 2S+1: 5
* HOMO-LUMO gap (alpha / beta): 7.718 / 9.612 eV

# 7
This record from the Open Molecules 2025 dataset describes a 6-piece molecular cluster, C14H39N11O6 overall. The level of theory is ωB97M-V with the def2-TZVPD basis set.

Structure (XYZ):
```
70
Properties=species:S:1:pos:R:3:mulliken_charge:R:1
C 5.73 25.01 23.66 -1.874
C 4.63 25.81 23.09 1.536
C 3.28 25.55 23.67 -0.962
C 5.06 27.28 23.50 -1.399
C 4.22 28.37 22.83 -0.654
C 4.34 28.30 21.31 -1.141
C 4.15 26.80 20.73 1.916
C 2.77 26.55 20.44 -1.640
C 4.95 26.73 19.48 -2.159
N 4.74 25.77 21.62 0.169
O 4.81 24.52 21.11 -0.382
H 6.76 25.36 23.56 0.385
H 5.57 25.01 24.74 0.419
H 5.86 23.99 23.31 0.353
H 2.82 24.62 23.36 -0.211
H 3.44 25.44 24.75 0.418
H 2.53 26.27 23.36 0.308
H 5.09 27.60 24.54 0.459
H 6.08 27.52 23.20 0.457
H 3.15 28.37 23.05 0.293
H 4.71 29.33 22.96 0.445
H 5.37 28.55 21.08 0.439
H 3.63 28.99 20.85 0.334
H 2.18 26.45 21.34 0.202
H 2.71 25.63 19.85 0.253
H 2.41 27.47 19.98 0.483
H 5.04 25.75 19.00 0.344
H 5.99 26.98 19.66 0.501
H 4.51 27.36 18.70 0.400
H 3.92 24.24 21.30 0.335
N 2.07 22.23 22.17 -0.198
C 2.91 21.24 22.38 0.755
N 2.93 20.95 23.70 -0.441
O 3.54 20.76 21.48 -0.647
H 1.95 22.52 21.21 -0.048
H 1.48 22.69 22.85 0.228
H 3.66 20.33 24.00 0.237
H 2.24 21.39 24.30 0.172
N 0.85 26.38 15.77 -0.476
C -0.38 26.22 16.09 0.841
N -0.72 27.26 16.89 -0.479
O -1.12 25.29 15.73 -0.614
H 1.33 27.11 16.28 0.151
H 1.30 25.55 15.41 0.289
H -0.08 28.00 17.13 0.148
H -1.59 27.16 17.39 0.233
N -1.02 24.55 20.04 -0.139
C -2.03 24.73 19.35 0.532
N -1.95 23.85 18.34 -0.263
O -3.04 25.37 19.59 -0.734
H -0.17 24.05 19.85 0.303
H -1.05 25.05 20.92 0.153
H -1.11 23.31 18.24 0.109
H -2.78 23.68 17.78 0.177
N 1.54 23.43 16.96 -0.202
C 1.97 23.03 18.15 0.339
N 3.19 22.45 18.18 -0.242
O 1.32 23.08 19.20 -0.814
H 1.08 24.30 16.76 0.135
H 1.93 22.83 16.24 0.162
H 3.28 21.94 19.04 0.153
H 3.66 22.05 17.38 0.251
N 4.66 19.48 15.00 -0.468
C 4.77 20.71 15.47 0.649
N 5.99 21.02 15.43 -0.369
O 3.93 21.48 15.78 -0.768
H 3.68 19.38 14.76 0.243
H 5.30 18.93 14.44 0.204
H 6.24 21.93 15.77 0.236
H 6.69 20.32 15.25 0.172
```

Calculated values
* LUMO: 0.22 eV
* energy above the lowest of the compared OMol25 structures with the same formula, charge and spin: 88.6 kcal per mole
* SMILES: CC1(C)CCCC(C)(C)N1O.NC(N)=O.NC(N)=O.NC(N)=O.NC(N)=O.NC(N)=O
* HOMO-LUMO gap: 8.140 eV

| no. | total energy (eV) | largest force on an atom (eV/Å) |
| --- | --- | --- |
| 1 | -63832.422 | 9.003 |
| 2 | -64911.175 | 5.177 |
| 3 | -33989.778 | 1.636 |
| 4 | -84315.090 | 5.284 |
| 5 | -39735.801 | 0.448 |
| 6 | -58261.594 | 9.193 |
| 7 | -43826.921 | 9.618 |